1.
ORCA calculation (ωB97M-V/def2-TZVPD) on the molecule C18H22ClN5O2 at a distorted geometry.

Each line ends with the Mulliken charge.
Geometry (Å):
C (-3.307, 3.615, 2.659)  -1.05
C (-2.251, 4.542, 2.024)  -0.68
N (-1.277, 3.765, 1.318)  0.05
C (-1.523, 3.366, 0.035)  -0.30
O (-2.435, 3.819, -0.637)  -0.67
C (-0.791, 2.257, -0.474)  0.19
C (0.199, 1.672, 0.206)  0.22
N (0.823, 0.584, -0.408)  -0.18
C (0.603, -0.672, 0.018)  0.43
N (0.287, -0.832, 1.264)  -0.51
C (0.195, -2.196, 1.829)  -0.95
C (-0.198, -3.203, 0.758)  0.72
C (-0.355, -4.617, 1.334)  -1.65
C (0.850, -3.128, -0.335)  -1.04
N (0.863, -1.741, -0.859)  0.61
C (1.082, -1.614, -2.213)  -0.66
C (2.296, -2.094, -2.762)  -0.59
C (2.559, -1.891, -4.145)  -0.64
C (1.631, -1.318, -4.997)  -0.54
C (0.414, -0.886, -4.449)  0.03
Cl (-0.754, -0.251, -5.606)  -0.21
C (0.118, -1.083, -3.067)  0.47
N (0.619, 2.283, 1.389)  0.14
C (1.747, 1.753, 2.133)  -0.95
C (-0.212, 3.194, 1.998)  0.42
O (0.076, 3.525, 3.172)  -0.68
H (-3.861, 3.081, 1.872)  0.28
H (-2.820, 2.885, 3.326)  0.29
H (-4.026, 4.204, 3.221)  0.38
H (-2.789, 5.247, 1.373)  0.35
H (-1.793, 5.160, 2.822)  0.37
H (-1.111, 1.896, -1.425)  0.54
H (0.859, 0.629, -1.415)  0.36
H (-0.571, -2.267, 2.603)  0.39
H (1.171, -2.474, 2.269)  0.25
H (-1.159, -2.869, 0.303)  0.20
H (0.580, -5.089, 1.529)  0.36
H (-1.002, -4.652, 2.215)  0.41
H (-0.845, -5.257, 0.567)  0.40
H (0.616, -3.872, -1.142)  0.39
H (1.810, -3.392, 0.044)  0.35
H (3.011, -2.620, -2.137)  0.39
H (3.511, -2.235, -4.529)  0.37
H (1.810, -1.275, -6.055)  0.46
H (-0.870, -0.821, -2.656)  0.53
H (2.476, 2.576, 2.288)  0.34
H (1.453, 1.368, 3.129)  0.30
H (2.291, 0.931, 1.609)  0.30

Results
Molecular weight, g/mol: 375.860
Relative energy (zero: lowest compared OMol25 entry of this formula, charge and spin), kJ/mol: 0.0
SMILES string: CCn1c(=O)cc(NC2=NC[C@H](C)CN2c2cccc(Cl)c2)n(C)c1=O
Energy, eV: -43091.60999
HOMO energy, Ha: -0.3206

---

2.
ORCA calculation (ωB97M-V/def2-TZVPD) on a structure of composition C18H22HgN4O2 at a distorted geometry.

Each line ends with the Löwdin spin population.
Geometry (Å):
Hg (0.868, -0.114, 0.914)  0.02
O (0.928, 3.966, 0.913)  0.05
C (0.656, 2.766, 0.913)  0.03
N (1.462, 1.698, 0.913)  0.00
C (2.860, 2.142, 0.913)  0.00
C (3.648, 0.885, 0.913)  0.00
C (5.037, 0.860, 0.913)  0.00
C (5.676, -0.376, 0.913)  0.00
C (4.907, -1.534, 0.914)  0.00
C (3.526, -1.402, 0.914)  0.00
N (2.884, -0.219, 0.914)  0.00
C (-0.738, 2.330, 0.913)  0.14
C (-1.809, 3.212, 0.913)  0.02
C (-3.090, 2.671, 0.914)  0.20
C (-3.237, 1.286, 0.914)  0.04
C (-2.092, 0.499, 0.914)  0.14
N (-0.840, 0.991, 0.914)  0.24
H (3.124, 2.725, 1.805)  0.00
H (3.124, 2.724, 0.021)  0.00
H (5.595, 1.788, 0.913)  0.00
H (6.759, -0.431, 0.913)  0.00
H (5.365, -2.514, 0.914)  0.00
H (2.873, -2.267, 0.915)  0.00
H (-1.629, 4.279, 0.913)  0.00
H (-3.957, 3.322, 0.913)  0.02
H (-4.218, 0.827, 0.914)  0.00
H (-2.150, -0.585, 0.915)  0.01
O (-0.718, -1.266, 0.914)  0.01
C (-1.707, -1.037, 0.229)  0.02
C (-2.858, -2.001, 0.109)  0.00
C (-3.053, -2.475, -1.338)  0.00
C (-1.774, -2.526, -2.197)  0.00
C (-1.358, -1.164, -2.789)  0.00
C (-0.869, -0.118, -1.780)  0.02
N (-1.791, 0.007, -0.675)  0.03
H (-3.771, -1.535, 0.495)  0.00
H (-2.639, -2.863, 0.750)  0.00
H (-3.795, -1.836, -1.833)  0.00
H (-3.497, -3.478, -1.305)  0.00
H (-1.969, -3.199, -3.041)  0.00
H (-0.945, -2.969, -1.632)  0.00
H (-2.213, -0.752, -3.341)  0.00
H (-0.563, -1.327, -3.527)  0.00
H (-0.791, 0.863, -2.260)  0.00
H (0.121, -0.394, -1.400)  0.00
H (-2.729, 0.259, -0.960)  0.00
H (1.389, -1.718, 0.914)  0.00

Results
Molecular weight, g/mol: 526.990
2S+1: 2
Net charge: -1
Expectation value of S²: 0.77
Energy, eV: -33236.48656
HOMO energy (alpha / beta), Ha: -0.0359 / -0.0764

---

3.
ORCA calculation (ωB97M-V/def2-TZVPD) on the molecule C18H22N2O3.

Each line ends with the Mulliken charge.
Geometry (Å):
C (-6.217, -0.053, 0.445)  -1.70
C (-4.747, -0.450, 0.536)  0.64
C (-4.294, -1.184, -0.728)  -0.77
C (-2.807, -1.527, -0.647)  -0.99
N (-2.027, -0.323, -0.433)  0.17
C (-1.226, 0.125, -1.416)  1.05
O (-1.072, -0.472, -2.465)  -0.68
C (-0.488, 1.445, -1.168)  -0.93
O (0.292, 1.366, 0.022)  -0.20
C (1.496, 1.964, 0.016)  0.61
O (1.904, 2.646, -0.882)  -0.62
C (2.258, 1.596, 1.270)  -1.06
C (2.935, 0.293, 0.974)  0.71
C (2.452, -0.959, 1.221)  -0.70
N (3.336, -1.900, 0.770)  0.04
C (4.406, -1.268, 0.203)  -0.57
C (5.550, -1.785, -0.393)  -0.86
C (6.469, -0.888, -0.891)  -0.46
C (6.261, 0.492, -0.803)  -0.73
C (5.132, 1.011, -0.211)  -0.43
C (4.187, 0.126, 0.306)  1.12
C (-2.382, 0.370, 0.783)  -0.64
C (-3.856, 0.778, 0.740)  -0.88
H (-6.380, 0.612, -0.401)  0.36
H (-6.841, -0.934, 0.313)  0.41
H (-6.532, 0.460, 1.350)  0.42
H (-4.617, -1.120, 1.394)  0.18
H (-4.870, -2.101, -0.859)  0.40
H (-4.464, -0.549, -1.599)  0.29
H (-2.463, -1.985, -1.576)  0.50
H (-2.625, -2.216, 0.185)  0.35
H (0.170, 1.633, -2.023)  0.43
H (-1.201, 2.274, -1.086)  0.32
H (1.564, 1.485, 2.102)  0.35
H (2.996, 2.369, 1.483)  0.40
H (1.535, -1.249, 1.698)  0.47
H (3.209, -2.895, 0.828)  0.19
H (5.708, -2.852, -0.466)  0.37
H (7.369, -1.254, -1.363)  0.38
H (7.004, 1.159, -1.213)  0.38
H (4.970, 2.077, -0.158)  0.39
H (-1.743, 1.237, 0.930)  0.44
H (-2.219, -0.316, 1.624)  0.21
H (-4.118, 1.284, 1.671)  0.39
H (-4.013, 1.478, -0.084)  0.26

Results
Molecular weight, g/mol: 314.385
Relative energy (zero: lowest compared OMol25 entry of this formula, charge and spin), kJ/mol: 45.8
SMILES string: CC1CCN(C(=O)COC(=O)Cc2c[nH]c3ccccc23)CC1
Energy, eV: -28147.01003
HOMO energy, Ha: -0.2915

---

4.
ORCA calculation (ωB97M-V/def2-TZVPD) on the molecule C18H22N2O3S.

Each line ends with the Mulliken charge.
Geometry (Å):
C (0.948, 1.842, 0.507)  -1.30
C (0.340, 0.593, -0.040)  1.00
N (0.096, 0.615, -1.378)  -0.17
C (-0.434, -0.425, -1.924)  0.14
S (-0.757, -0.446, -3.640)  -0.21
C (0.106, 1.087, -4.151)  -1.00
C (1.587, 0.942, -4.015)  0.56
C (2.302, 1.781, -3.172)  -0.13
C (3.671, 1.631, -3.035)  -0.69
C (4.336, 0.641, -3.737)  -0.40
C (3.628, -0.199, -4.581)  -0.57
C (2.261, -0.050, -4.719)  -0.32
N (-0.771, -1.539, -1.237)  -0.07
C (-0.556, -1.668, 0.142)  0.40
O (-0.869, -2.696, 0.705)  -0.70
C (0.055, -0.497, 0.734)  0.13
C (0.316, -0.560, 2.214)  -1.37
C (-0.837, 0.095, 2.958)  0.81
O (-1.091, 1.273, 2.921)  -0.64
O (-1.532, -0.810, 3.632)  -0.24
C (-2.663, -0.381, 4.389)  -0.90
C (-2.397, -0.521, 5.891)  0.81
C (-1.275, 0.417, 6.329)  -1.38
C (-3.681, -0.230, 6.662)  -1.55
H (0.372, 2.193, 1.360)  0.34
H (1.970, 1.650, 0.833)  0.30
H (0.962, 2.605, -0.264)  0.28
H (-0.196, 1.229, -5.189)  0.48
H (-0.283, 1.889, -3.528)  0.37
H (1.783, 2.551, -2.623)  0.35
H (4.219, 2.288, -2.375)  0.39
H (5.404, 0.522, -3.626)  0.39
H (4.143, -0.973, -5.131)  0.38
H (1.705, -0.711, -5.368)  0.34
H (-1.196, -2.329, -1.710)  0.25
H (1.237, -0.034, 2.464)  0.42
H (0.370, -1.606, 2.516)  0.36
H (-2.887, 0.661, 4.134)  0.41
H (-3.495, -1.022, 4.087)  0.35
H (-2.089, -1.554, 6.080)  0.22
H (-1.542, 1.451, 6.119)  0.32
H (-1.091, 0.314, 7.396)  0.43
H (-0.353, 0.186, 5.800)  0.30
H (-4.474, -0.912, 6.366)  0.39
H (-4.014, 0.789, 6.473)  0.35
H (-3.511, -0.343, 7.730)  0.41

Results
Molecular weight, g/mol: 346.452
Relative energy (zero: lowest compared OMol25 entry of this formula, charge and spin), kJ/mol: 10.4
SMILES string: Cc1nc(SCc2ccccc2)[nH]c(=O)c1CC(=O)OCC(C)C
Energy, eV: -38982.49441
HOMO energy, Ha: -0.3130

---

5.
ORCA calculation (ωB97M-V/def2-TZVPD) on the molecule C18H22N2O4 at a distorted geometry.

Each line ends with the Mulliken charge.
Geometry (Å):
C (-6.592, -1.260, -0.620)  -0.74
O (-5.642, -0.845, -0.008)  -0.30
C (-4.447, -0.802, -0.196)  0.76
O (-4.106, -1.333, -1.112)  -0.56
C (-3.512, -0.053, 0.681)  -0.35
C (-3.911, 1.387, 1.385)  -1.46
C (-3.565, 2.287, -0.234)  -1.24
C (-2.065, 2.384, -0.360)  -1.33
C (-1.768, 0.603, -0.738)  -0.49
N (-2.156, -0.099, 0.300)  0.38
C (-1.252, -1.076, 0.977)  0.30
O (-1.743, -1.584, 1.878)  -0.56
C (0.033, -0.948, 0.430)  0.67
C (0.615, -2.294, -0.178)  -1.08
C (1.826, -2.287, -0.504)  -0.91
C (2.749, -1.270, -0.355)  0.58
O (4.058, -1.050, -0.335)  -0.31
C (4.361, 0.056, 0.092)  0.62
C (5.810, 0.654, 0.191)  -0.31
C (6.675, -0.455, 0.941)  -1.09
C (6.255, 0.981, -1.347)  -1.74
N (3.308, 0.742, 0.934)  -0.77
C (2.353, -0.070, 0.588)  0.69
C (1.029, -0.227, 0.828)  0.05
H (-6.816, -2.213, -0.269)  0.29
H (-6.058, -1.352, -1.720)  0.25
H (-7.428, -0.603, -0.798)  0.24
H (-3.417, -0.760, 1.693)  0.20
H (-4.992, 1.429, 1.368)  0.37
H (-3.473, 1.832, 2.093)  0.73
H (-3.777, 3.233, 0.344)  0.29
H (-4.321, 2.050, -0.692)  1.02
H (-1.963, 2.767, -1.225)  0.60
H (-1.565, 2.383, 0.481)  0.61
H (-0.711, 0.567, -0.910)  0.47
H (-2.400, 0.463, -1.677)  0.27
H (-0.175, -2.943, -0.427)  0.55
H (2.342, -2.984, -1.283)  0.16
H (5.822, 1.441, 0.588)  0.71
H (6.678, -1.269, -0.027)  0.24
H (7.850, -0.129, 0.738)  0.25
H (6.464, -0.875, 1.798)  0.45
H (7.163, 1.144, -1.242)  0.60
H (5.602, 1.534, -1.681)  0.60
H (6.156, 0.020, -1.957)  0.29
H (0.706, 0.825, 1.565)  0.01

Results
Molecular weight, g/mol: 330.384
Relative energy (zero: lowest compared OMol25 entry of this formula, charge and spin), kJ/mol: 2090.3
SMILES string: COC(=O)[C@@H]1CCCCN1C(=O)c1ccc2oc(C(C)C)nc2c1
Energy, eV: -30173.86555
HOMO energy, Ha: -0.2810